Computed, not measured: 2 unconnected molecules or ions with the total composition C3H11N2S in a non-equilibrium geometry, with the ωB97M-V functional and the def2-TZVPD basis.

Summary:
- energy above the lowest of the compared OMol25 structures with the same formula, charge and spin (kJ/mol) = 322.2
- LUMO level (alpha / beta) (eV) = -3.630 / -3.751
- charge = +1

The geometry in XYZ format:
```
17
C3H11N2S | the OMol25 dataset | the ωB97M-V functional and the def2-TZVPD basis
S 0.624 2.784 -0.712
N -0.122 -1.220 0.187
N -1.082 1.231 0.674
C -0.693 1.665 -0.587
C 0.926 -1.767 1.072
C 0.366 -0.672 -1.048
H -0.826 -1.940 -0.001
H 1.606 -0.966 1.359
H 1.498 -2.529 0.545
H 0.484 -2.204 1.965
H -1.403 1.581 -1.388
H -0.077 -1.035 -1.954
H -0.554 1.660 1.428
H -0.621 -0.396 0.694
H 0.548 2.960 -2.026
H -2.079 1.259 0.859
H 1.406 -0.412 -1.065
```



Computed, not measured: 2 unconnected molecules or ions with the total composition C3H11N2S in a non-equilibrium geometry, with the ωB97M-V functional and the def2-TZVPD basis.

Summary:
- energy above the lowest of the compared OMol25 structures with the same formula, charge and spin (kJ/mol) = 222.7
- LUMO level (eV) = -4.418
- charge = +1

The geometry in XYZ format:
```
17
C3H11N2S | the OMol25 dataset | the ωB97M-V functional and the def2-TZVPD basis
S -2.030 1.564 -0.504
N 1.990 0.575 -0.079
N -1.810 -1.035 0.061
C -1.208 0.083 -0.257
C -1.146 -2.344 0.195
C 2.024 2.025 0.157
H 2.061 0.331 -1.135
H -0.031 0.115 -0.291
H -3.149 0.873 -0.010
H -1.434 -3.062 -0.602
H 1.092 2.372 -0.048
H -0.028 -2.313 0.249
H 2.295 2.173 1.195
H -1.294 -2.901 1.203
H -2.916 -1.014 0.117
H 2.799 2.499 -0.431
H 2.784 0.060 0.181
```



Q: The lowest energy above the lowest of the compared OMol25 structures with the same formula, charge and spin belongs to which entry?
A: number 2



Q: Which formula does entry 1 have?
A: C3H11N2S